1.
C27H79N11O10 | the ωB97M-V functional and the def2-TZVPD basis

Properties
- SMILES: COC[C@H](C)N.COC[C@H](C)N.COC[C@H](C)N.COC[C@H](C)N.COC[C@H](C)N.NC(N)=O.NC(N)=O.NC(N)=O.CCO.CCO
- Total energy: -2430.8034 Ha
- HOMO energy: -8.89 eV
- HOMO-LUMO gap: 9.275 eV
- Energy relative to the best compared isomer or geometry (same formula, charge and spin): 0.000 eV

```
! wB97M-V def2-TZVPD RIJCOSX def2/J DEFGRID3
* xyz 0 1
C 2.658 4.176 1.519
O 2.411 2.742 1.588
C 1.490 2.408 2.612
C 0.105 2.676 2.225
C -0.738 2.503 3.532
N -0.432 1.763 1.181
H 1.734 4.747 1.675
H 3.065 4.350 0.523
H 3.366 4.332 2.256
H 1.639 1.334 2.868
H 1.710 3.012 3.475
H 0.058 3.716 1.944
H -1.781 2.713 3.309
H -0.385 3.256 4.152
H -0.646 1.581 3.941
H 0.336 1.698 0.468
H -0.373 0.868 1.657
C 5.832 -4.132 -0.690
O 4.660 -4.021 0.078
C 4.717 -4.767 1.272
C 3.438 -4.580 2.066
C 2.279 -5.019 1.154
N 3.112 -3.201 2.511
H 5.848 -4.976 -1.412
H 6.704 -4.121 0.048
H 6.047 -3.264 -1.223
H 4.823 -5.814 1.002
H 5.683 -4.406 1.834
H 3.556 -5.158 2.989
H 2.407 -6.115 1.011
H 2.274 -4.466 0.247
H 1.291 -4.870 1.617
H 3.786 -2.820 3.168
H 3.007 -2.571 1.731
C 4.015 0.075 -5.171
O 3.312 1.235 -4.840
C 3.196 1.484 -3.411
C 1.734 1.113 -2.951
C 0.804 2.055 -3.642
N 1.548 1.110 -1.529
H 5.121 0.324 -5.144
H 3.742 -0.156 -6.178
H 3.763 -0.748 -4.542
H 3.919 0.956 -2.855
H 3.387 2.571 -3.310
H 1.494 0.096 -3.303
H -0.225 1.899 -3.502
H 0.936 1.980 -4.743
H 1.072 3.095 -3.489
H 1.781 0.189 -1.056
H 2.053 1.859 -1.046
C 0.058 -2.256 2.884
O -1.154 -1.500 2.665
C -2.166 -1.796 3.544
C -3.369 -1.082 3.093
C -3.093 0.411 2.950
N -4.351 -1.216 4.212
H -0.205 -3.280 2.733
H 0.316 -2.081 3.940
H 0.861 -1.831 2.271
H -2.371 -2.878 3.572
H -1.981 -1.544 4.554
H -3.665 -1.503 2.114
H -3.986 1.080 2.719
H -2.435 0.608 2.118
H -2.619 0.762 3.841
H -4.622 -2.191 4.363
H -5.195 -0.683 3.887
C -5.935 5.490 3.755
O -5.145 5.853 2.676
C -4.674 4.687 1.973
C -3.198 4.965 1.413
C -3.149 6.183 0.498
N -2.716 3.744 0.747
H -5.376 5.126 4.653
H -6.760 4.728 3.585
H -6.550 6.388 4.025
H -4.740 3.923 2.699
H -5.319 4.453 1.118
H -2.620 5.220 2.219
H -2.070 6.377 0.245
H -3.457 7.112 0.943
H -3.696 6.119 -0.455
H -1.979 4.031 -0.011
H -2.156 3.195 1.331
N -0.432 -2.271 -0.568
C 0.905 -2.070 -0.796
N 1.465 -2.530 -1.947
O 1.599 -1.581 0.107
H -1.093 -2.193 -1.309
H -0.741 -1.716 0.283
H 0.868 -2.805 -2.721
H 2.476 -2.603 -1.981
N -3.816 0.854 -0.378
C -2.858 0.483 -1.210
N -1.746 1.276 -1.260
O -3.044 -0.476 -1.968
H -3.756 1.725 0.143
H -4.770 0.605 -0.643
H -1.512 1.717 -0.433
H -0.937 0.805 -1.631
N 4.317 -0.838 -0.014
C 5.439 -0.277 0.328
N 5.261 0.959 0.855
O 6.528 -0.803 0.207
H 3.501 -0.750 0.587
H 4.499 -1.790 -0.335
H 6.062 1.565 0.874
H 4.396 1.444 0.935
C -5.154 -3.129 -3.258
C -4.219 -3.681 -2.171
O -2.943 -3.140 -2.483
H -4.735 -3.306 -4.274
H -5.179 -2.047 -3.193
H -6.207 -3.425 -3.359
H -4.090 -4.801 -2.191
H -4.576 -3.404 -1.189
H -3.078 -2.180 -2.499
C 0.980 -1.996 -5.614
C -0.287 -1.887 -4.801
O -0.436 -3.154 -4.112
H 0.936 -2.471 -6.626
H 1.735 -2.450 -4.971
H 1.362 -0.988 -5.804
H -1.192 -1.534 -5.379
H -0.041 -1.194 -3.996
H -1.305 -3.273 -3.697
*
```

2.
CH8O2S | the ωB97M-V functional and the def2-TZVPD basis

Properties
- ⟨S²⟩: 0.75
- Total energy: -591.5136 Ha
- HOMO energy (alpha / beta): 0.59 / -5.15 eV
- HOMO-LUMO gap (alpha / beta): 3.003 / 8.888 eV
- Energy relative to the best compared isomer or geometry (same formula, charge and spin): 0.000 eV

```
! wB97M-V def2-TZVPD RIJCOSX def2/J DEFGRID3
* xyz -1 2
C -1.182 0.651 -1.627
S -0.070 2.027 -1.444
H -0.639 -0.270 -1.876
H -1.537 0.366 -0.631
H -1.967 0.717 -2.367
H 0.772 1.561 -0.496
H -0.125 -0.974 2.043
H 0.642 -0.036 2.920
O 0.434 -0.980 2.832
H 1.427 -0.254 0.306
H 1.328 -1.786 0.358
O 0.915 -1.024 -0.017
*
```

3.
C3H5NO3 | the ωB97M-V functional and the def2-TZVPD basis

Properties
- Total energy: -397.7262 Ha
- HOMO energy: -9.62 eV
- HOMO-LUMO gap: 10.273 eV
- Energy relative to the best compared isomer or geometry (same formula, charge and spin): 3.007 eV

```
! wB97M-V def2-TZVPD RIJCOSX def2/J DEFGRID3
* xyz 0 1
N 1.111 0.849 1.145
C 0.160 0.304 0.389
O -1.048 0.854 0.344
C 0.046 -1.185 0.076
O -1.092 -1.140 -0.763
C -1.092 0.241 -1.098
O 0.078 0.655 -1.494
H 2.017 0.407 1.199
H 1.086 1.852 1.257
H 0.939 -1.575 -0.421
H -0.185 -1.764 0.977
H -2.022 0.501 -1.610
*
```

4.
C20H11F4N6O2Pt | the ωB97M-V functional and the def2-TZVPD basis

Properties
- ⟨S²⟩: 0.77
- Total energy: -1766.3087 Ha
- HOMO energy (alpha / beta): -7.44 / -7.46 eV
- HOMO-LUMO gap (alpha / beta): 7.233 / 5.576 eV
- Energy relative to the best compared isomer or geometry (same formula, charge and spin): 1.308 eV

```
! wB97M-V def2-TZVPD RIJCOSX def2/J DEFGRID3
* xyz 0 2
Pt 0.956 -0.087 0.110
N 3.429 -3.914 -0.172
C 2.339 -3.197 -0.383
O 1.306 -3.152 0.408
C 2.858 -1.271 -1.891
C 2.375 0.088 -1.337
H 3.477 -4.510 0.636
H 4.141 -3.974 -0.878
H 2.806 -1.316 -2.976
H 3.888 -1.480 -1.590
H 1.989 0.696 -2.158
H 3.226 0.631 -0.921
O -0.557 -0.418 1.640
N -0.893 0.548 2.475
C 0.048 1.265 3.110
C -0.314 2.258 3.994
C -1.654 2.517 4.225
C -2.605 1.759 3.559
C -2.201 0.775 2.684
H 1.064 1.006 2.859
H 0.464 2.824 4.485
H -1.954 3.298 4.909
H -3.663 1.925 3.701
H -2.862 0.144 2.113
F -3.129 1.462 -0.152
C -2.358 0.835 -1.052
C -2.248 -0.541 -0.943
F -2.928 -1.167 0.021
C -1.262 -1.223 -1.651
C -0.645 -0.523 -2.684
C -0.793 0.839 -2.821
F 0.000 1.473 -3.685
C -1.526 1.571 -1.887
C -1.002 2.901 -1.441
C -0.074 2.588 -0.467
N 0.584 2.028 0.329
C -1.003 4.089 -2.195
N -1.015 5.074 -2.798
F 0.291 -1.146 -3.417
C -0.542 -2.335 -1.009
C -1.167 -3.522 -0.627
N -1.686 -4.508 -0.310
C 0.822 -1.970 -0.484
N 2.015 -2.336 -1.331
*
```

5.
C31H55LuN6O8PS | the ωB97M-V functional and the def2-TZVPD basis

Properties
- Total energy: -4120.0655 Ha
- HOMO energy: -5.22 eV
- HOMO-LUMO gap: 7.764 eV
- Energy relative to the best compared isomer or geometry (same formula, charge and spin): 0.000 eV

```
! wB97M-V def2-TZVPD RIJCOSX def2/J DEFGRID3
* xyz -1 1
Lu -6.812 -15.995 9.110
O -8.727 -16.295 11.871
C -8.290 -15.289 12.761
C -8.678 -13.860 12.323
N -8.024 -13.493 11.078
C -8.899 -13.003 9.970
C -9.576 -14.222 9.272
O -10.631 -14.011 8.658
O -8.943 -15.343 9.369
C -6.737 -12.812 11.233
C -5.508 -13.543 10.555
O -4.511 -12.915 10.271
O -5.675 -14.806 10.384
H -9.013 -15.859 11.018
H -7.188 -15.349 12.935
H -8.735 -15.500 13.737
H -8.331 -13.198 13.142
H -9.780 -13.843 12.311
H -8.252 -12.514 9.220
H -9.686 -12.333 10.330
H -6.502 -12.740 12.285
H -6.873 -11.817 10.808
C -2.452 -9.619 7.284
C -3.182 -10.908 6.944
C -4.489 -10.902 6.464
C -5.227 -12.054 6.332
C -4.646 -13.283 6.621
C -3.295 -13.328 6.970
C -2.580 -12.155 7.111
S -5.590 -14.784 6.530
O -5.648 -15.228 5.128
O -6.900 -14.437 7.176
O -5.000 -15.870 7.424
H -3.106 -8.749 7.169
H -1.571 -9.459 6.653
H -2.103 -9.612 8.331
H -4.999 -9.948 6.244
H -6.311 -11.998 6.105
H -2.815 -14.293 7.160
H -1.533 -12.250 7.367
C -3.291 -20.960 9.799
C -4.456 -20.073 9.360
C -5.473 -20.984 8.694
C -3.888 -19.140 8.308
P -5.381 -19.000 10.682
N -6.056 -17.813 9.950
C -4.047 -18.307 11.905
C -2.868 -17.679 11.154
C -3.407 -19.357 12.853
C -4.658 -17.220 12.772
C -6.612 -20.060 11.661
C -6.050 -21.402 12.162
C -7.074 -19.281 12.920
C -7.845 -20.247 10.809
H -2.954 -21.536 8.951
H -3.590 -21.681 10.572
H -2.446 -20.427 10.175
H -5.053 -21.395 7.794
H -6.393 -20.469 8.445
H -5.805 -21.825 9.320
H -3.624 -19.703 7.425
H -2.975 -18.642 8.621
H -4.596 -18.332 8.045
H -2.281 -18.429 10.585
H -2.197 -17.181 11.881
H -3.222 -16.921 10.444
H -2.975 -20.248 12.376
H -4.167 -19.759 13.541
H -2.610 -18.857 13.431
H -5.143 -16.427 12.208
H -3.894 -16.715 13.369
H -5.404 -17.603 13.474
H -5.158 -21.247 12.753
H -5.867 -22.125 11.348
H -6.810 -21.874 12.783
H -6.319 -19.266 13.704
H -7.939 -19.798 13.331
H -7.366 -18.249 12.650
H -7.675 -20.822 9.864
H -8.232 -19.242 10.514
H -8.636 -20.725 11.398
C -8.897 -16.457 6.288
N -8.120 -17.327 7.188
C -7.177 -18.110 6.352
N -7.861 -18.861 5.332
C -8.648 -17.956 4.499
N -9.622 -17.202 5.293
C -10.515 -18.158 5.955
N -9.762 -19.117 6.825
C -9.071 -18.275 7.829
C -8.766 -19.804 5.970
H -8.204 -15.834 5.735
H -9.607 -15.864 6.903
H -6.695 -18.839 7.020
H -6.457 -17.417 5.901
H -9.168 -18.562 3.747
H -7.961 -17.289 4.028
H -11.002 -18.740 5.174
H -11.250 -17.616 6.539
H -8.541 -18.902 8.554
H -9.824 -17.648 8.388
H -9.296 -20.351 5.138
H -8.214 -20.565 6.513
*
```

6.
C12H27N8S2TcTe4 | the ωB97M-V functional and the def2-TZVPD basis

Properties
- ⟨S²⟩: 1.19
- Total energy: -2859.8955 Ha
- HOMO energy (alpha / beta): -15.46 / -15.64 eV
- HOMO-LUMO gap (alpha / beta): 5.578 / 5.479 eV

```
! wB97M-V def2-TZVPD RIJCOSX def2/J DEFGRID3
* xyz 3 2
Tc -0.688 -0.513 0.415
N 2.648 -1.540 0.673
C 2.305 -0.457 1.432
N 1.090 0.061 1.428
C 0.999 1.124 2.328
C 2.158 1.440 2.946
S 3.408 0.363 2.461
C -0.345 1.644 2.498
C -0.824 2.631 3.283
S -2.534 2.772 3.102
C -2.519 1.484 1.958
N -1.312 0.985 1.738
N -3.616 1.051 1.312
H 1.892 -2.204 0.537
H 3.526 -1.984 0.904
H 2.352 2.211 3.670
H -0.293 3.280 3.956
H -4.531 1.363 1.596
H -3.571 0.178 0.805
Te -0.826 -2.179 2.399
Te -2.348 -4.317 2.146
Te -2.741 -4.457 -0.454
Te -1.764 -2.074 -1.274
C -3.149 1.700 -4.033
C -2.182 2.150 -2.943
C -2.868 3.140 -2.010
C -0.932 2.768 -3.566
N -1.864 0.904 -2.191
N -1.059 1.097 -1.016
H -3.432 2.545 -4.659
H -4.050 1.272 -3.598
H -2.693 0.949 -4.682
H -3.266 3.968 -2.594
H -2.191 3.588 -1.279
H -3.702 2.666 -1.492
H -1.188 3.664 -4.129
H -0.469 2.067 -4.265
H -0.194 3.073 -2.819
H -1.310 0.308 -2.801
H -1.537 1.822 -0.482
H -0.146 1.487 -1.269
N 3.463 -0.188 -5.493
C 3.419 -0.078 -3.986
C 1.980 -0.073 -3.452
N 1.908 0.016 -1.999
H 4.431 -0.203 -5.830
H 2.998 0.602 -5.948
H 3.014 -1.045 -5.827
H 3.948 0.841 -3.734
H 3.988 -0.925 -3.603
H 1.470 -0.989 -3.766
H 1.432 0.768 -3.881
H 2.357 0.870 -1.682
H 2.387 -0.756 -1.545
*
```